(1)
DFT (ωB97M-V with the def2-TZVPD basis set) results for one molecule with the formula C4H8O2 at a distorted geometry.

**Highest occupied orbital energy**: -9.72 eV
**Relative energy (zero: lowest compared OMol25 entry of this formula, charge and spin)**: 268.3 kJ/mol
**SMILES string**: CCOCC=O

Positions of all 14 atoms, in Å:
O (-2.502, -0.869, 0.098)
O (0.559, 0.973, -0.258)
C (2.453, -0.628, -0.150)
C (-0.764, 1.061, 0.092)
C (-1.429, -0.326, -0.249)
C (1.173, -0.143, 0.429)
H (2.229, -0.933, -1.147)
H (0.489, -1.094, 0.344)
H (3.307, 0.198, -0.162)
H (-1.068, 1.380, 1.153)
H (-0.737, -0.761, -0.989)
H (-1.342, 1.898, -0.609)
H (1.251, 0.193, 1.481)
H (2.821, -1.504, 0.479)

---

(2)
DFT (ωB97M-V with the def2-TZVPD basis set) results for one molecule with the formula C4H8O2.

**Highest occupied orbital energy**: -10.28 eV
**Relative energy (zero: lowest compared OMol25 entry of this formula, charge and spin)**: 95.0 kJ/mol
**SMILES string**: O[C@H]1CCCO1

Positions of all 14 atoms, in Å:
O (0.800, 1.129, -0.082)
O (-1.164, 1.207, -1.148)
C (0.138, -1.146, -0.070)
C (-0.858, -0.310, 0.731)
C (-0.603, 1.068, 0.134)
C (1.336, -0.200, -0.143)
H (-0.272, -1.336, -1.067)
H (1.931, -0.328, -1.056)
H (-0.894, 1.908, 0.780)
H (-1.895, -0.643, 0.636)
H (-0.584, -0.291, 1.793)
H (0.392, -2.103, 0.390)
H (1.999, -0.308, 0.720)
H (-0.327, 1.354, -1.619)

---

(3)
DFT (ωB97M-V with the def2-TZVPD basis set) results for one molecule with the formula C4H8O2.

**Highest occupied orbital energy**: -8.03 eV
**Relative energy (zero: lowest compared OMol25 entry of this formula, charge and spin)**: 472.8 kJ/mol

Positions of all 14 atoms, in Å:
O (1.441, -0.414, 1.103)
O (0.779, 2.217, -1.477)
C (-0.089, 0.671, 0.187)
C (0.105, -1.864, -0.332)
C (0.218, 1.068, -1.122)
C (0.231, -0.770, 0.733)
H (-1.087, 0.990, -0.501)
H (-0.914, -1.954, -0.734)
H (0.375, -2.820, 0.127)
H (-0.510, -0.986, 1.537)
H (-0.021, 1.427, 0.965)
H (0.817, -1.684, -1.145)
H (1.139, 2.656, -0.690)
H (0.043, 0.405, -1.965)